No. 1
{"formula": "C44H35N3O5PRuS2", "method": "ωB97M-V/def2-TZVPD", "homo_ev": [-6.79, -6.79], "e_lumo_ev": [-2.59, -2.63], "energy_ev": -94445.0937, "charge": 0, "spin_multiplicity": 2, "species": ["Ru", "S", "C", "N", "C", "C", "N", "C", "C", "C", "C", "C", "C", "C", "C", "S", "C", "C", "C", "C", "C", "C", "C", "H", "H", "H", "H", "H", "H", "H", "H", "H", "H", "H", "H", "H", "H", "H", "H", "H", "H", "O", "C", "O", "C", "C", "C", "N", "C", "C", "C", "O", "O", "H", "H", "H", "O", "C", "C", "C", "C", "C", "C", "C", "P", "C", "C", "C", "C", "C", "C", "C", "C", "C", "C", "C", "C", "H", "H", "H", "H", "H", "H", "H", "H", "H", "H", "H", "H", "H", "H"], "xyz": [[1.01820, -0.90770, 0.25460], [0.26094, 1.02302, 1.78665], [-0.62398, 2.17450, 0.93168], [-1.01493, 3.30486, 1.55169], [-1.51813, 4.40960, 0.75179], [-2.43250, 3.86988, -0.31668], [-1.72418, 2.87001, -1.10494], [-1.82717, 2.98703, -2.55695], [-1.05022, 4.18837, -3.04413], [-1.69435, 5.26583, -3.63843], [-0.97368, 6.38359, -4.03648], [0.39679, 6.43462, -3.83512], [1.04783, 5.35677, -3.24876], [0.32964, 4.23899, -2.85873], [-0.91972, 1.99452, -0.48461], [-0.32094, 0.66976, -1.36977], [-1.04652, 3.46953, 3.00258], [-2.47466, 3.48350, 3.49567], [-3.02834, 4.62506, 4.06076], [-4.35302, 4.63164, 4.47619], [-5.13395, 3.49695, 4.32188], [-4.58315, 2.34912, 3.76640], [-3.26029, 2.34173, 3.35684], [-0.68348, 4.94767, 0.28956], [-2.06331, 5.09749, 1.39522], [-2.75666, 4.67117, -0.97819], [-3.31519, 3.42008, 0.14940], [-2.88231, 3.08427, -2.81955], [-1.44605, 2.07240, -3.00100], [-2.76560, 5.23072, -3.80476], [-1.48614, 7.21680, -4.49930], [0.95890, 7.30678, -4.14129], [2.11869, 5.38700, -3.09550], [0.84412, 3.39262, -2.41554], [-0.54365, 4.40300, 3.26313], [-0.49605, 2.64894, 3.45161], [-2.41742, 5.51166, 4.19099], [-4.77183, 5.52409, 4.92254], [-6.16745, 3.50292, 4.64212], [-5.18430, 1.45532, 3.66190], [-2.82430, 1.44003, 2.93916], [4.99872, -2.53825, 5.85171], [5.31308, -1.59547, 5.11915], [6.22028, -0.75328, 5.09564], [4.29120, -1.41526, 3.88268], [4.67836, -0.71031, 2.75178], [3.79024, -0.58005, 1.70244], [2.56222, -1.11406, 1.74935], [2.18604, -1.80082, 2.83905], [3.02462, -1.97721, 3.92597], [0.76700, -2.38074, 2.84106], [0.45183, -3.15656, 3.72216], [0.01757, -1.95651, 1.88149], [5.66031, -0.26175, 2.69757], [4.04639, -0.01849, 0.81574], [2.68547, -2.55062, 4.77566], [3.02933, 0.23451, -1.13386], [2.34323, -0.75890, -1.22312], [2.41356, -1.72281, -2.34686], [3.39162, -1.58728, -3.32992], [3.39416, -2.45091, -4.41054], [2.42269, -3.43883, -4.51188], [1.45884, -3.58541, -3.52470], [1.46267, -2.73729, -2.42372], [0.26510, -2.78033, -1.03593], [-1.20298, -3.47207, -1.85911], [-1.35960, -4.84533, -2.02856], [-2.42930, -5.32674, -2.76661], [-3.33874, -4.44655, -3.33738], [-3.17991, -3.07899, -3.17572], [-2.11619, -2.58981, -2.43407], [0.86520, -4.12586, 0.03737], [-0.03803, -4.81843, 0.84242], [0.42014, -5.76996, 1.73792], [1.77938, -6.01914, 1.85263], [2.68255, -5.30235, 1.08244], [2.23145, -4.35354, 0.17822], [4.12588, -0.79837, -3.23199], [4.14867, -2.34290, -5.17903], [2.41363, -4.09826, -5.37029], [0.71466, -4.36541, -3.61230], [-0.64730, -5.53098, -1.59089], [-2.54569, -6.39328, -2.90706], [-4.17494, -4.83102, -3.90683], [-3.88048, -2.39511, -3.63728], [-1.97890, -1.52321, -2.29644], [-1.09448, -4.58918, 0.78443], [-0.28596, -6.30062, 2.36210], [2.13701, -6.76022, 2.55456], [3.74607, -5.46811, 1.19497], [2.94169, -3.79202, -0.41710]], "forces_ev_per_angstrom": [[-2.924, 2.513, -0.352], [-0.090, -0.042, -0.468], [0.869, -0.114, 2.227], [-0.209, -0.421, -0.733], [-0.135, 0.166, -0.232], [-0.110, 0.284, 0.228], [0.583, -0.125, 0.677], [-0.128, -0.069, -0.283], [0.007, 0.092, 0.072], [-0.062, -0.068, -0.001], [0.035, 0.067, -0.020], [-0.050, -0.015, -0.026], [0.048, 0.000, 0.023], [0.011, -0.069, 0.030], [-0.430, -0.542, -2.118], [0.509, -0.594, 1.244], [0.059, 0.036, 0.270], [-0.054, 0.061, -0.065], [0.076, -0.003, -0.007], [-0.055, 0.006, 0.019], [0.009, 0.046, 0.022], [-0.013, -0.040, -0.024], [0.043, -0.030, -0.031], [0.015, 0.009, 0.072], [-0.008, -0.055, 0.049], [0.054, -0.014, -0.035], [-0.001, -0.041, -0.091], [0.001, -0.024, 0.035], [-0.068, -0.009, -0.023], [-0.001, -0.005, 0.035], [0.002, -0.007, -0.003], [-0.003, 0.001, 0.005], [-0.004, -0.011, -0.016], [0.014, 0.025, 0.014], [0.038, -0.017, -0.051], [0.077, 0.041, 0.009], [-0.001, -0.001, -0.015], [-0.005, -0.004, -0.007], [0.006, -0.008, 0.009], [0.011, -0.001, 0.002], [-0.023, -0.008, 0.004], [0.283, 0.084, 0.255], [-0.902, 0.224, -1.143], [0.170, -0.181, 0.294], [0.822, -0.227, 0.953], [-0.372, 0.036, -0.214], [0.220, 0.067, 0.058], [-0.329, -0.634, -0.556], [-0.292, -0.349, 0.368], [-0.195, 0.161, -0.516], [1.038, -0.031, 0.473], [-0.288, 0.169, -0.230], [-0.198, 0.224, -0.978], [0.012, 0.005, 0.135], [-0.064, -0.076, -0.055], [0.085, -0.023, 0.043], [0.033, 0.096, -0.350], [0.165, -0.480, 0.655], [0.196, -0.024, -0.431], [-0.058, -0.042, 0.023], [0.103, 0.115, 0.032], [-0.070, -0.080, 0.004], [0.070, -0.067, 0.011], [-0.156, 0.246, -0.009], [2.218, -0.684, 0.644], [-0.300, 0.740, 0.269], [0.064, 0.017, 0.016], [-0.013, 0.018, -0.072], [-0.005, -0.068, 0.015], [-0.021, 0.085, -0.054], [0.056, -0.078, 0.064], [-0.255, -0.187, -0.095], [0.090, 0.070, -0.090], [-0.013, -0.028, 0.030], [-0.035, -0.024, -0.011], [0.094, 0.051, 0.001], [-0.094, -0.047, -0.105], [-0.009, 0.010, -0.008], [-0.027, -0.044, -0.022], [0.011, -0.023, 0.022], [-0.037, 0.004, -0.022], [-0.019, -0.016, 0.010], [-0.012, -0.002, 0.034], [0.013, 0.009, -0.018], [-0.015, 0.007, 0.046], [-0.079, -0.006, -0.038], [-0.015, -0.061, 0.037], [0.010, 0.025, 0.028], [0.005, 0.029, 0.033], [-0.007, -0.017, -0.002], [0.028, -0.005, 0.020]]}

---

No. 2
{"formula": "C2H10O5", "method": "ωB97M-V/def2-TZVPD", "smiles": "CC(=O)O.O.O.O", "homo_ev": -10.44, "e_lumo_ev": 0.40, "energy_ev": -12474.2656, "charge": 0, "species": ["C", "C", "O", "O", "H", "H", "H", "H", "O", "H", "H", "O", "H", "H", "O", "H", "H"], "xyz": [[-0.51366, -1.08456, 1.10624], [-0.03543, -0.53394, -0.20096], [-0.62451, 0.29917, -0.85647], [1.08485, -1.08987, -0.61559], [-1.45920, -1.57987, 0.84027], [-0.92096, -0.29031, 1.73525], [0.15314, -1.72773, 1.65473], [1.44788, -0.68873, -1.44665], [1.56667, 0.85983, 1.89572], [2.04346, 0.02940, 1.75345], [0.88294, 0.67978, 2.54823], [-3.08200, 0.78190, 0.33552], [-2.19995, 0.78253, -0.13144], [-3.28574, 1.74211, 0.30053], [1.74202, 0.35200, -2.73894], [1.38656, 0.15354, -3.61069], [1.81394, 1.31476, -2.56920]], "forces_ev_per_angstrom": [[-1.706, 0.365, -0.238], [0.342, 0.261, -0.122], [-0.208, 0.147, 0.178], [0.920, -0.654, 0.192], [0.337, -0.465, 0.161], [0.377, 0.145, -0.084], [0.247, -0.209, -0.148], [-0.666, 0.266, 0.215], [0.303, 0.027, -0.065], [-0.234, 0.223, 0.127], [0.158, -0.092, -0.023], [0.836, 1.373, -0.549], [-0.778, -0.438, 0.372], [-0.146, -0.942, 0.204], [0.618, 0.412, 0.222], [-0.039, 0.524, 0.079], [-0.362, -0.942, -0.520]]}

---

No. 3
{"formula": "C6H10N2O", "method": "ωB97M-V/def2-TZVPD", "smiles": "C#CCN[C@H](C)C#N.O", "homo_ev": -9.78, "e_lumo_ev": 0.73, "energy_ev": -11407.5377, "charge": 0, "species": ["C", "C", "C", "N", "C", "C", "C", "N", "H", "H", "H", "H", "H", "H", "H", "H", "O", "H", "H"], "xyz": [[-3.59814, -0.53112, 0.73740], [-2.75747, 0.11008, 0.14538], [-1.73756, 0.90724, -0.56785], [-0.44212, 1.02935, 0.07914], [0.49718, -0.06245, -0.11885], [0.23436, -1.34174, 0.69067], [1.86991, 0.44722, 0.15707], [2.72077, 0.90367, 0.86034], [-4.34744, -1.02014, 1.33516], [-2.15387, 1.91491, -0.71616], [-1.59472, 0.48476, -1.57408], [-0.53446, 1.26019, 1.06385], [0.48536, -0.32049, -1.19128], [0.15427, -1.11120, 1.76148], [-0.70753, -1.79661, 0.35976], [1.04020, -2.07224, 0.53960], [3.68124, 0.05288, -1.27808], [3.23200, 0.51998, -1.99357], [3.95802, 0.62572, -0.28997]], "forces_ev_per_angstrom": [[0.629, 0.680, -0.230], [-0.768, -0.769, 0.556], [-0.270, 0.022, -0.242], [0.206, 0.092, 0.068], [0.172, -0.367, -1.033], [0.055, -0.168, 0.041], [1.937, 1.962, 4.848], [-3.360, -1.333, -2.293], [0.329, 0.114, -0.361], [0.140, -0.235, 0.040], [0.012, 0.128, 0.261], [0.041, -0.034, -0.152], [-0.176, 0.048, 0.273], [0.078, -0.038, -0.269], [0.197, 0.175, 0.100], [-0.170, 0.218, 0.063], [1.982, 0.419, 2.521], [0.548, 0.868, 0.628], [-1.583, -1.783, -4.819]]}

---

No. 4
{"formula": "C22H28N2O6", "method": "ωB97M-V/def2-TZVPD", "smiles": "COc1cc(C(C)=O)ccc1OCc1cc(C(=O)N(C)CC[C@@H]2CCCCO2)no1", "homo_ev": -8.57, "e_lumo_ev": 0.38, "energy_ev": -38531.7986, "charge": 0, "species": ["C", "O", "C", "C", "C", "C", "C", "O", "C", "C", "C", "O", "C", "C", "C", "C", "C", "O", "N", "C", "C", "C", "C", "C", "C", "C", "C", "O", "N", "O", "H", "H", "H", "H", "H", "H", "H", "H", "H", "H", "H", "H", "H", "H", "H", "H", "H", "H", "H", "H", "H", "H", "H", "H", "H", "H", "H", "H"], "xyz": [[-3.65255, -2.39195, 2.45366], [-3.89461, -1.14318, 1.84296], [-3.37766, -0.82616, 0.62583], [-3.54977, 0.50949, 0.27725], [-3.09174, 1.02293, -0.93020], [-3.22410, 2.44840, -1.31595], [-4.06373, 3.32597, -0.42073], [-2.67841, 2.88663, -2.30500], [-2.45349, 0.15696, -1.81526], [-2.27758, -1.17069, -1.49041], [-2.72570, -1.68809, -0.27848], [-2.57374, -3.00836, 0.07227], [-1.67276, -3.80689, -0.65557], [-0.28368, -3.25583, -0.63269], [0.35604, -2.43922, 0.25101], [1.64676, -2.26224, -0.31867], [2.68970, -1.44257, 0.35742], [2.60111, -1.29953, 1.57072], [3.67386, -0.89387, -0.37399], [3.78435, -1.00236, -1.80886], [4.53609, 0.07747, 0.26497], [4.23235, 1.52207, -0.15351], [2.79820, 1.99005, 0.12274], [2.40234, 1.92169, 1.60114], [0.96028, 2.39855, 1.76284], [0.06673, 1.55286, 0.85962], [0.58148, 1.63961, -0.57520], [1.92072, 1.21954, -0.68310], [1.73847, -2.93920, -1.43517], [0.55124, -3.55470, -1.64183], [-4.12551, -2.32079, 3.43298], [-4.10023, -3.21318, 1.89124], [-2.58430, -2.57947, 2.58189], [-4.04618, 1.12926, 1.00578], [-5.05876, 2.90366, -0.30499], [-3.60187, 3.40246, 0.56127], [-4.13628, 4.31855, -0.85784], [-2.10422, 0.54251, -2.76040], [-1.78394, -1.81354, -2.20132], [-1.69972, -4.77897, -0.14975], [-1.99708, -3.95339, -1.69476], [-0.00355, -2.01848, 1.16484], [3.15457, -0.25666, -2.29920], [4.82398, -0.83402, -2.08823], [3.48101, -1.99434, -2.13140], [4.41507, -0.03956, 1.34271], [5.57467, -0.15159, 0.00224], [4.41761, 1.63214, -1.22316], [4.91792, 2.18120, 0.38118], [2.72375, 3.04653, -0.20193], [3.08362, 2.54069, 2.18703], [2.47049, 0.89079, 1.94891], [0.64718, 2.30661, 2.80422], [0.88050, 3.45077, 1.47439], [-0.96984, 1.88996, 0.89371], [0.10591, 0.51295, 1.18735], [0.01039, 0.98335, -1.23557], [0.48460, 2.67518, -0.93897]], "forces_ev_per_angstrom": [[-0.017, -0.369, 0.308], [-0.059, 0.191, -0.223], [0.101, -0.027, -0.099], [0.104, -0.083, -0.195], [0.219, -0.634, -0.127], [-0.161, 0.293, 0.142], [0.082, 0.205, -0.252], [-0.004, -0.030, 0.015], [-0.135, 0.131, 0.056], [-0.063, -0.067, -0.001], [-0.135, 0.154, 0.145], [-0.092, 0.352, 0.084], [0.145, -0.331, -0.295], [0.425, 0.609, 0.825], [-0.260, -0.499, -0.493], [-0.950, -0.533, -0.159], [0.630, 0.029, 0.002], [-0.362, -0.128, 0.038], [0.203, -0.168, 0.149], [-0.142, -0.109, -0.341], [0.123, 0.340, 0.317], [-0.445, -0.192, -0.030], [0.442, 0.161, 0.268], [-0.153, 0.150, -0.256], [0.015, -0.234, 0.049], [0.223, 0.228, -0.210], [-0.522, -0.023, 0.039], [0.229, -0.050, 0.007], [0.956, 0.335, -0.069], [-0.715, -0.243, 0.075], [0.055, -0.031, -0.059], [0.041, 0.074, 0.089], [-0.054, 0.005, 0.000], [-0.074, 0.093, 0.098], [-0.098, -0.040, 0.091], [-0.006, -0.012, 0.149], [0.019, -0.011, -0.008], [0.053, 0.031, -0.068], [0.056, -0.095, -0.051], [0.004, 0.146, -0.173], [0.028, 0.013, 0.125], [-0.113, 0.092, 0.202], [0.039, 0.001, -0.071], [0.012, -0.006, 0.002], [0.194, 0.188, -0.099], [0.113, -0.006, -0.143], [-0.074, -0.024, 0.052], [0.079, 0.102, -0.040], [0.050, 0.036, -0.043], [-0.003, -0.137, 0.039], [0.080, 0.015, 0.022], [0.094, 0.027, 0.031], [-0.014, 0.086, 0.017], [-0.030, 0.058, 0.039], [-0.059, -0.032, 0.001], [-0.080, -0.106, 0.018], [0.019, 0.133, 0.027], [-0.009, -0.059, -0.017]]}

---

Number 3 is which compound? C6H10N2O